[1]
DFT (the ωB97M-V functional and the def2-TZVPD basis) results for a molecular structure, C61H68F3N5O7P2RbS3Sb2.

```
152
Properties=species:S:1:pos:R:3:forces:R:3
Rb 0.050 -0.420 -0.064 -0.5798 1.4100 0.0247
C 1.063 2.753 3.943 -0.0517 -0.1122 0.0075
C 0.195 3.732 3.130 -0.0246 -0.0601 -0.0280
C -1.313 3.550 3.304 0.1075 -0.1110 0.0012
Sb -2.184 1.705 2.529 -0.3262 0.1563 0.1286
C -2.254 0.535 4.334 0.0308 -0.0075 -0.0335
C -2.048 1.036 5.615 0.0115 -0.0066 0.0070
C -2.124 0.206 6.726 -0.0028 -0.0124 -0.0055
C -2.424 -1.141 6.572 -0.0232 0.0130 -0.0201
C -2.638 -1.652 5.299 0.0054 0.0051 0.0190
C -2.543 -0.820 4.192 -0.0214 0.0457 -0.0333
C -4.160 2.582 2.978 0.0676 0.0253 -0.1028
C -4.950 2.288 4.090 0.0154 -0.0077 -0.0270
C -6.180 2.907 4.289 -0.0154 -0.0189 -0.0190
C -6.649 3.843 3.378 0.0037 -0.0018 0.0082
C -5.880 4.150 2.262 0.0032 -0.0023 -0.0039
C -4.657 3.521 2.069 0.0056 -0.0622 -0.0205
Sb 2.596 1.914 2.689 0.1691 0.2782 -0.0159
C 3.612 0.684 4.140 -0.0548 -0.0197 -0.0411
C 4.718 -0.045 3.709 0.0540 0.0394 0.0345
C 5.399 -0.901 4.568 -0.0109 0.0140 -0.0133
C 4.973 -1.039 5.881 -0.0244 0.0130 -0.0056
C 3.871 -0.316 6.325 0.0390 -0.0179 0.0066
C 3.195 0.533 5.461 -0.0436 0.0187 -0.0177
C 3.901 3.637 3.063 -0.0378 -0.0641 -0.0414
C 3.864 4.686 2.142 -0.0055 -0.0534 -0.0349
C 4.589 5.854 2.347 0.0177 -0.0005 0.0118
C 5.380 5.989 3.479 -0.0098 -0.0208 -0.0002
C 5.439 4.951 4.400 0.0092 0.0005 -0.0128
C 4.705 3.789 4.192 -0.0165 0.0109 -0.0119
H 0.487 1.903 4.313 0.0342 0.0128 -0.0325
H 1.545 3.250 4.786 -0.0201 0.0004 0.0331
H 0.412 3.663 2.059 -0.0197 -0.0041 0.0212
H 0.461 4.755 3.414 0.0254 0.0233 -0.0512
H -1.835 4.312 2.718 -0.0430 0.0121 0.0341
H -1.623 3.679 4.344 0.0138 -0.0046 0.0008
H -1.814 2.085 5.759 0.0088 -0.0063 0.0038
H -1.940 0.611 7.715 -0.0119 -0.0018 0.0039
H -2.487 -1.788 7.440 0.0141 -0.0065 0.0008
H -2.873 -2.702 5.161 0.0037 0.0017 -0.0125
H -2.686 -1.244 3.203 -0.0160 -0.0084 -0.0098
H -4.606 1.561 4.817 0.0101 -0.0011 0.0129
H -6.775 2.654 5.160 0.0077 0.0006 0.0061
H -7.606 4.327 3.533 -0.0041 -0.0050 -0.0016
H -6.237 4.875 1.540 0.0073 -0.0039 -0.0076
H -4.081 3.757 1.178 -0.0096 0.0259 -0.0003
H 5.063 0.065 2.685 -0.0019 -0.0019 0.0106
H 6.256 -1.461 4.211 0.0035 0.0002 -0.0052
H 5.490 -1.711 6.554 0.0046 0.0005 0.0040
H 3.527 -0.432 7.346 -0.0136 0.0072 -0.0035
H 2.311 1.054 5.807 0.0045 -0.0309 -0.0049
H 3.262 4.592 1.243 0.0032 0.0119 -0.0034
H 4.539 6.656 1.620 -0.0119 -0.0071 -0.0105
H 5.950 6.897 3.642 0.0011 0.0021 0.0017
H 6.059 5.046 5.284 -0.0004 -0.0018 0.0036
H 4.765 2.989 4.923 -0.0134 -0.0044 0.0050
O 2.328 -2.856 -1.255 0.0389 -0.0420 -0.0602
S 1.262 -2.870 -2.254 0.1301 -0.3003 0.1441
O 0.959 -4.249 -2.683 -0.1908 0.1362 -0.2232
O 0.084 -2.133 -1.831 0.1922 -1.0512 -1.2433
C 1.912 -2.060 -3.700 0.0643 0.1023 0.0589
C 1.665 -2.641 -4.935 0.0625 0.0128 0.0369
C 2.157 -2.042 -6.083 -0.0089 0.0161 -0.0066
C 2.904 -0.879 -5.980 0.0094 -0.0016 -0.0590
C 3.146 -0.306 -4.741 0.0338 0.0482 0.0385
C 2.645 -0.872 -3.572 -0.1341 -0.2457 0.0003
P 2.853 -0.137 -1.886 0.4946 0.5648 -0.1699
C 3.387 1.578 -2.311 0.0100 -0.0472 -0.0513
C 2.604 2.345 -3.176 -0.0563 -0.0163 0.0233
C 2.950 3.650 -3.481 0.0018 0.0079 0.0121
C 4.067 4.229 -2.893 -0.0048 0.0014 0.0300
C 4.824 3.497 -1.992 0.0069 0.0066 -0.0081
C 4.492 2.178 -1.708 0.0087 -0.0549 -0.0249
C 4.482 -0.848 -1.403 -0.1099 -0.1153 0.0771
C 4.787 -0.836 -0.043 -0.0233 0.0369 0.0041
C 5.976 -1.379 0.425 0.0285 -0.0268 -0.0148
C 6.872 -1.957 -0.464 -0.0197 0.0083 -0.0038
C 6.576 -1.974 -1.820 0.0021 0.0084 -0.0143
C 5.390 -1.423 -2.286 0.0233 0.0316 -0.0383
H 1.098 -3.560 -4.972 -0.0072 0.0047 -0.0159
H 1.958 -2.480 -7.053 0.0003 -0.0154 0.0050
H 3.300 -0.409 -6.873 0.0067 0.0113 0.0115
H 3.726 0.606 -4.681 -0.0122 0.0014 0.0009
H 1.695 1.931 -3.598 0.0026 0.0091 -0.0213
H 2.321 4.227 -4.147 -0.0277 -0.0026 0.0065
H 4.325 5.258 -3.113 -0.0056 -0.0002 -0.0084
H 5.682 3.946 -1.506 -0.0048 0.0035 0.0089
H 5.102 1.618 -1.010 0.0168 0.0054 -0.0088
H 4.072 -0.396 0.645 0.0054 -0.0206 0.0154
H 6.200 -1.360 1.485 -0.0009 -0.0209 -0.0127
H 7.793 -2.398 -0.103 0.0081 0.0178 0.0064
H 7.271 -2.421 -2.521 -0.0054 -0.0099 -0.0003
H 5.171 -1.447 -3.346 -0.0043 -0.0187 0.0146
N 2.095 -1.709 1.698 0.0494 -0.2653 0.0517
C 0.963 -2.013 2.579 0.0302 0.1488 0.0960
C 1.253 -3.089 3.620 -0.0562 -0.1189 -0.0822
C 1.661 -4.440 3.028 -0.1116 0.0363 -0.0550
C 0.506 -5.357 2.605 0.0142 0.0904 -0.0002
N -0.386 -4.865 1.559 -0.0343 0.0548 0.0543
C -0.158 -4.979 0.251 0.4118 -0.1266 0.0142
N -1.118 -4.715 -0.620 -0.1165 0.1777 -0.2999
N 1.034 -5.430 -0.203 -0.2488 -0.0795 0.3279
C 0.552 -0.668 3.235 0.0305 -0.0325 0.0054
O 0.668 -0.541 4.459 -0.0183 -0.0482 0.0003
O 0.182 0.210 2.394 0.0250 0.1387 1.1907
H 2.188 -2.332 0.902 0.0712 -0.0569 -0.0028
H 2.960 -1.720 2.230 0.0111 0.0364 -0.0404
H 0.117 -2.327 1.963 -0.0137 -0.0101 -0.1015
H 0.375 -3.204 4.264 0.0130 0.0154 0.0302
H 2.046 -2.703 4.265 0.0260 -0.0248 0.0256
H 2.237 -4.998 3.773 0.0012 -0.0557 -0.0386
H 2.337 -4.271 2.182 0.0336 -0.0082 0.0398
H -0.124 -5.553 3.474 -0.0244 0.0208 0.0051
H 0.899 -6.322 2.276 0.0182 -0.0198 -0.0017
H -1.252 -4.395 1.811 0.0515 -0.0032 -0.0189
H -1.968 -4.272 -0.269 -0.0303 0.0556 0.0286
H -0.824 -4.487 -1.570 -0.0756 -0.0390 0.2541
H 1.825 -5.248 0.390 0.0174 0.0213 0.0525
H 1.203 -5.198 -1.185 0.0156 -0.0806 -0.0613
C -7.544 -2.737 -1.521 0.0294 0.0243 0.0161
C -6.215 -2.016 -1.444 -0.0540 0.0478 -0.0078
O -5.526 -2.513 -0.301 0.0816 -0.0823 -0.0236
P -4.100 -1.854 0.152 -0.3234 0.1714 -0.0628
S -3.381 -3.240 1.400 0.1887 -0.1340 -0.0895
S -3.145 -1.139 -1.394 0.0937 -0.2777 0.3264
O -4.585 -0.601 1.052 -0.0476 -0.0084 -0.0864
C -5.579 -0.792 2.070 0.0127 0.0225 0.0203
C -6.871 -0.119 1.661 0.0516 0.0150 0.0252
H -8.117 -2.378 -2.379 -0.0039 -0.0149 -0.0036
H -8.126 -2.564 -0.615 -0.0152 0.0007 -0.0074
H -7.386 -3.811 -1.626 -0.0099 -0.0026 -0.0033
H -6.359 -0.935 -1.360 0.0106 0.0061 0.0102
H -5.611 -2.192 -2.336 0.0039 0.0028 0.0050
H -5.187 -0.340 2.980 0.0468 0.0188 0.0568
H -5.726 -1.858 2.258 0.0188 -0.0118 -0.0128
H -6.705 0.944 1.484 0.0123 0.0213 0.0099
H -7.610 -0.225 2.460 -0.0154 0.0128 -0.0048
H -7.270 -0.571 0.752 -0.0181 -0.0026 0.0131
F -1.563 6.318 -4.171 -0.0657 -0.0109 0.0066
C -0.299 5.964 -3.755 0.0133 0.0186 -0.0308
F 0.358 5.803 -4.983 0.0648 -0.0329 -0.0485
F 0.250 7.090 -3.236 0.0284 0.0463 0.0455
C -0.243 4.824 -2.873 -0.0515 0.0071 0.0230
C -0.912 3.599 -3.207 0.0240 0.0505 0.0140
C -0.803 2.526 -2.367 0.0400 0.0580 0.0385
N -0.072 2.500 -1.215 0.1044 -0.2321 0.0170
C 0.571 3.670 -0.920 -0.1114 -0.0143 0.0854
C 0.513 4.813 -1.662 -0.0025 -0.0106 -0.0792
H -1.513 3.528 -4.105 -0.0220 -0.0299 0.0105
H -1.332 1.606 -2.604 -0.0113 0.0005 -0.0122
H 1.168 3.653 -0.011 0.0281 0.0145 -0.0300
H 1.059 5.693 -1.347 0.0098 -0.0073 0.0364
```
Forces are in eV/Å.

Output
- net charge = -2
- energy above the lowest of the compared OMol25 structures with the same formula, charge and spin (eV) = 0.000
- frontier orbital gap (spin up / spin down) (eV) = 3.02 / 6.86
- spin multiplicity = 2
- energy (Eh) = -5847.46429
- HOMO (spin up / spin down) (eV) = 0.24 / -3.59
- lowest unoccupied orbital energy (spin up / spin down) (Ha) = 0.1201 / 0.1200

=====

[2]
DFT (the ωB97M-V functional and the def2-TZVPD basis) results for 7 unconnected molecules or ions with the total composition C40H41BN6O17S2.

```
107
Properties=species:S:1:pos:R:3:forces:R:3
C 1.657 -3.624 9.541 -0.6666 -0.1388 0.1550
O 1.506 -3.297 8.156 0.7876 -0.2540 0.4990
B 2.063 -4.225 7.315 -0.3920 0.5580 0.3107
O 2.905 -3.819 6.338 0.7207 -0.4853 -0.0117
O 1.749 -5.580 7.560 0.0388 -0.2578 -1.0067
S 0.890 -6.340 6.373 -0.6891 -1.0782 0.3708
O 0.885 -5.500 5.212 0.0114 0.4180 -0.3166
O 1.853 -7.602 5.948 0.3537 1.0221 0.6959
C 2.824 -8.013 6.927 -0.0099 -1.2648 -0.0806
C 2.216 -8.608 8.200 0.5602 0.7928 0.5555
C 3.068 -8.144 9.381 -0.3309 0.0348 -0.0161
S 2.502 -8.795 10.979 0.2025 -0.3213 0.2311
H 2.698 -3.794 9.806 0.1893 0.1700 -0.0026
H 1.102 -4.521 9.809 -0.1023 -0.1479 -0.1156
H 1.248 -2.812 10.124 0.0686 0.2824 0.0839
H 3.522 -3.171 6.707 -0.3843 0.2839 -0.4387
H 3.551 -7.240 7.142 -0.1824 0.4863 -0.0395
H 3.382 -8.808 6.445 0.0725 -0.0392 -0.3555
H 1.206 -8.254 8.385 -0.2415 -0.0656 -0.2029
H 2.220 -9.690 8.180 -0.1714 0.0650 -0.1283
H 3.079 -7.064 9.446 -0.0292 0.2762 -0.0477
H 4.098 -8.446 9.210 0.1763 -0.1984 0.3135
H 1.729 -7.780 11.398 0.0941 0.0598 -0.2960
C 1.652 -5.129 1.426 -0.0004 0.0224 -0.0428
C 1.620 -4.192 2.449 0.0578 -0.0357 -0.0617
C 1.584 -2.840 2.145 -0.0023 0.0330 0.1676
C 1.578 -2.449 0.818 -0.0096 -0.2041 0.0791
C 1.616 -3.371 -0.212 -0.0022 -0.0680 -0.2568
C 1.654 -4.720 0.098 -0.0060 -0.0253 0.1379
N 1.518 -1.017 0.492 0.0201 0.1706 -0.0362
O 1.505 -0.224 1.416 0.0099 -0.0717 -0.1070
O 1.483 -0.705 -0.683 -0.0057 -0.0167 0.1180
H 1.674 -6.185 1.665 0.0074 -0.0008 0.0163
H 1.620 -4.515 3.479 0.0145 0.0579 -0.0656
H 1.559 -2.108 2.939 -0.0111 0.0973 -0.0811
H 1.615 -3.049 -1.242 -0.0122 0.1365 0.0378
H 1.682 -5.453 -0.696 0.0026 0.0170 -0.0257
C 1.968 2.171 -2.320 -0.0517 0.0287 0.0241
C 2.274 2.075 -3.670 0.1811 0.0024 0.0362
C 3.584 2.235 -4.097 -0.0806 -0.0390 -0.1594
C 4.570 2.485 -3.159 -0.1849 -0.0346 0.0430
C 4.278 2.589 -1.811 0.0391 0.0311 0.2419
C 2.968 2.431 -1.393 -0.0439 0.0080 -0.1043
N 5.961 2.634 -3.605 0.1412 0.0347 -0.0475
O 6.186 2.557 -4.799 -0.0130 0.0111 0.1258
O 6.812 2.823 -2.756 -0.0832 -0.0123 -0.0966
H 0.946 2.038 -1.990 -0.0070 -0.0337 -0.0189
H 1.493 1.873 -4.388 0.1470 0.0059 0.0475
H 3.826 2.161 -5.146 0.1425 0.0081 0.0257
H 5.058 2.789 -1.090 0.1011 -0.0065 -0.0992
H 2.724 2.505 -0.342 0.0120 -0.0371 0.0140
C -2.063 4.832 -8.085 -0.0050 -0.0519 -0.0266
C -1.020 3.928 -7.939 -0.0991 0.0871 0.0126
C -0.838 3.265 -6.736 0.1913 -0.1063 -0.0827
C -1.712 3.517 -5.695 -0.0048 0.0942 -0.1935
C -2.753 4.418 -5.822 -0.2103 0.1239 0.0812
C -2.926 5.079 -7.026 0.0321 -0.1791 -0.0555
N -1.535 2.803 -4.424 0.0192 -0.0563 0.1488
O -0.595 2.032 -4.333 -0.4115 0.0854 -0.0311
O -2.334 3.020 -3.535 0.1048 -0.0182 -0.0796
H -2.203 5.347 -9.025 0.0162 0.0366 0.0120
H -0.347 3.738 -8.764 0.0222 -0.0106 0.0101
H -0.026 2.563 -6.621 -0.0416 -0.0358 0.1171
H -3.425 4.609 -4.998 0.0590 -0.0973 0.0780
H -3.733 5.787 -7.139 -0.0067 0.0166 0.0207
C -0.097 8.795 -2.821 -0.0060 0.0078 -0.0130
C 0.890 9.007 -3.776 -0.1019 -0.0235 0.0801
C 0.619 8.780 -5.114 0.2136 0.0934 -0.0762
C -0.645 8.346 -5.476 0.0728 0.0452 0.3103
C -1.637 8.123 -4.537 0.2303 -0.1742 0.0066
C -1.355 8.350 -3.200 0.1358 0.0583 0.0469
N -0.943 8.126 -6.894 0.0084 -0.0846 -0.1260
O -0.052 8.299 -7.701 -0.1139 -0.0339 0.0633
O -2.075 7.774 -7.186 0.1256 0.2667 -0.0416
H 0.118 8.978 -1.776 0.0072 -0.0109 0.0038
H 1.870 9.351 -3.477 0.0168 -0.0081 -0.0181
H 1.384 8.944 -5.858 -0.0845 -0.0291 -0.1008
H -2.605 7.775 -4.830 -0.0025 -0.1134 -0.1838
H -2.121 8.182 -2.456 -0.0363 -0.0110 -0.0297
C -5.769 11.760 -8.201 -0.0023 0.0008 0.0026
C -4.751 10.820 -8.103 -0.1007 0.0916 -0.0010
C -4.581 10.101 -6.931 0.2101 -0.1390 -0.0762
C -5.441 10.334 -5.873 -0.0332 0.1299 -0.2356
C -6.457 11.271 -5.951 -0.1947 0.1127 0.1002
C -6.617 11.987 -7.125 0.0916 -0.0358 -0.0942
N -5.278 9.558 -4.639 0.0114 -0.0857 0.1568
O -4.358 8.757 -4.594 -0.5204 0.2219 0.0422
O -6.062 9.755 -3.734 0.0789 -0.0086 -0.0621
H -5.902 12.316 -9.119 0.0035 0.0090 0.0001
H -4.090 10.645 -8.940 0.0245 -0.0221 0.0135
H -3.790 9.369 -6.854 -0.0473 -0.0451 0.0962
H -7.117 11.443 -5.115 0.0579 -0.1003 0.0755
H -7.407 12.721 -7.203 -0.0117 0.0026 0.0223
C -2.897 -11.678 5.247 -0.0048 -0.0029 -0.0064
C -2.099 -12.764 4.914 -0.0573 0.1071 0.0435
C -0.875 -12.943 5.537 0.0283 -0.2034 -0.1294
C -0.471 -12.029 6.493 -0.2167 0.0298 -0.0845
C -1.251 -10.939 6.833 -0.0446 0.2133 0.1238
C -2.472 -10.765 6.203 -0.0182 -0.0923 -0.0818
N 0.816 -12.225 7.172 0.1558 -0.0067 0.0837
O 1.494 -13.176 6.842 -0.0593 0.1083 0.0282
O 1.127 -11.417 8.030 -0.1617 -0.3932 -0.1458
H -3.855 -11.544 4.762 0.0002 0.0052 -0.0086
H -2.431 -13.473 4.168 0.0190 -0.0152 -0.0065
H -0.252 -13.786 5.279 0.0948 0.0319 0.0978
H -0.919 -10.232 7.578 0.1136 -0.0779 0.0287
H -3.094 -9.919 6.459 0.0139 0.0161 0.0151
```
Forces are in eV/Å.

Output
- frontier orbital gap (eV) = 8.50
- spin multiplicity = 1
- energy (Eh) = -3977.22648
- HOMO (eV) = -9.21
- lowest unoccupied orbital energy (Ha) = -0.0260

=====

[3]
DFT (the ωB97M-V functional and the def2-TZVPD basis) results for a molecular structure, C5H15N3O.

```
24
Properties=species:S:1:pos:R:3:forces:R:3
C -1.619 -0.379 -0.081 0.3968 1.1200 -0.1713
C -0.867 -1.595 -0.075 1.0304 -0.0580 -0.1488
C -2.611 -0.128 -1.188 0.0487 0.0919 0.0186
N -0.434 1.110 -0.338 -0.1314 -0.9874 0.2424
H -1.954 -0.026 0.890 -0.0342 -0.0214 -0.0196
H -0.321 1.301 -1.332 -0.0139 -0.0129 0.0034
H -0.861 1.944 0.059 0.0180 -0.0241 0.0236
H -1.008 -2.239 -0.940 -0.1793 -0.0119 0.0255
H -3.475 -0.784 -1.045 0.0709 0.0201 0.0211
H 0.429 -1.123 -0.223 -0.8520 -0.2494 0.2230
H -0.850 -2.134 0.868 -0.0497 0.0063 -0.0024
H -2.966 0.903 -1.210 -0.0100 -0.0316 0.0146
H -2.176 -0.368 -2.161 0.0082 -0.0213 0.0360
C 0.928 0.893 1.771 -0.0389 0.0561 -0.1846
N 1.499 -0.318 -0.356 -0.1024 0.2604 -0.0155
C 1.092 1.070 0.256 -0.0345 -0.5286 -0.1005
N 2.681 -0.823 0.265 -0.0587 0.2797 -0.0256
O 1.791 2.020 -0.180 -0.1046 0.0614 -0.0221
H 1.652 -0.114 -1.348 0.1180 0.0990 0.1388
H 3.422 -0.136 0.138 -0.0040 -0.0914 -0.0341
H 2.945 -1.687 -0.195 -0.0367 0.0911 0.0132
H 0.329 0.021 2.034 -0.0100 -0.0241 0.0014
H 0.464 1.798 2.166 -0.0246 -0.0099 -0.0071
H 1.911 0.794 2.224 -0.0061 -0.0139 -0.0302
```
Forces are in eV/Å.

Output
- energy above the lowest of the compared OMol25 structures with the same formula, charge and spin (eV) = 4.195
- frontier orbital gap (eV) = 8.67
- spin multiplicity = 1
- energy (Eh) = -438.88080
- HOMO (eV) = -7.85
- lowest unoccupied orbital energy (Ha) = 0.0301